# 1
The following is a quantum chemistry calculation of a molecular structure, C9H23KO9S2 at a distorted geometry, from the OMol25 dataset.

As for the molar mass: 378.51 g mol⁻¹. The calculation puts the energy at -2430.01518 Eh. For the orbital gap, the calculation gives 4.119 eV. Its energy above the lowest of the compared OMol25 structures with the same formula, charge and spin is 0.0 kcal/mol. The max |F| comes out at 3.90 eV/Å. For the HOMO energy, the calculation gives -5.7 eV. As for the LUMO energy: -0.05836 Eh.

Last column: natural (NBO) charge in e.
Atoms and positions in Å:
K  -20.282  -17.315  11.285  0.9937
C  -24.284  -17.321  17.216  -0.7349
C  -23.276  -17.740  16.109  0.7487
O  -23.747  -18.224  15.027  -0.8332
O  -22.044  -17.691  16.280  -0.7913
H  -23.839  -17.131  18.193  0.1989
H  -24.921  -18.151  17.523  0.2078
H  -24.812  -16.472  16.784  0.2086
C  -15.163  -15.670  11.823  -0.2532
O  -16.099  -16.127  12.695  -0.7246
H  -14.342  -15.064  12.206  0.1738
H  -14.805  -16.595  11.371  0.1663
H  -15.513  -14.989  11.047  0.1595
H  -15.755  -15.922  13.568  0.4793
O  -23.997  -18.675  4.955  -0.8888
S  -24.935  -18.041  5.833  2.2822
O  -24.484  -16.951  6.762  -0.9147
O  -26.123  -17.426  4.780  -0.7153
C  -27.298  -16.737  5.258  -0.0758
C  -27.881  -15.987  4.177  -0.6284
C  -25.984  -19.253  6.765  -0.8444
H  -27.051  -15.944  5.964  0.1863
H  -27.863  -17.434  5.878  0.1751
H  -28.063  -16.674  3.351  0.2132
H  -27.169  -15.296  3.725  0.2275
H  -28.765  -15.455  4.530  0.2277
H  -26.554  -18.540  7.361  0.2407
H  -25.449  -19.905  7.456  0.2621
H  -26.685  -19.743  6.090  0.2530
O  -19.951  -24.285  6.689  -0.9345
S  -20.315  -24.388  8.072  2.3058
O  -20.310  -23.232  8.972  -0.9032
O  -21.836  -24.949  8.122  -0.7255
C  -22.245  -26.039  7.223  -0.0682
C  -23.290  -25.479  6.299  -0.6270
C  -19.293  -25.892  8.775  -0.8037
H  -22.478  -26.996  7.692  0.1931
H  -21.376  -26.327  6.632  0.1821
H  -24.193  -25.481  6.911  0.2134
H  -23.330  -26.253  5.533  0.2179
H  -22.952  -24.483  6.014  0.2356
H  -19.691  -26.188  9.745  0.2404
H  -18.232  -25.644  8.783  0.2455
H  -19.488  -26.667  8.033  0.2285

# 2
The following is a quantum chemistry calculation of 2 unconnected molecules or ions with the total composition C9H23N4 at a distorted geometry, from the OMol25 dataset.

As for the molar mass: 187.31 g mol⁻¹. The calculation puts the energy at -575.31714 Eh. For the orbital gap, the calculation gives 5.824 eV. Its energy above the lowest of the compared OMol25 structures with the same formula, charge and spin is 107.9 kcal/mol. The charge is +1. The max |F| comes out at 5.42 eV/Å. For the HOMO energy, the calculation gives -11.7 eV. As for the LUMO energy: -0.21599 Eh.

Last column: natural (NBO) charge in e.
Atoms and positions in Å:
C  -2.238  -2.267  0.298  0.1358
C  0.642  0.466  -2.091  -0.6274
C  0.594  2.560  -0.645  -0.6118
C  2.790  1.776  -1.646  -0.6261
C  -1.129  -4.368  0.762  -0.4573
C  -2.386  1.309  1.026  -0.4436
C  -2.078  -0.526  2.669  -0.4531
C  2.442  -0.655  0.156  -0.4264
C  1.404  1.324  -1.106  0.1242
N  -1.491  -2.998  1.038  -0.2787
N  -2.310  -0.925  0.293  -0.0201
N  -2.227  -0.135  1.288  0.0897
N  1.492  0.425  0.131  -0.6636
H  -2.652  -2.596  -0.626  0.1948
H  1.225  0.335  -3.059  0.2215
H  0.513  -0.525  -1.769  0.2078
H  -0.377  0.907  -2.244  0.2087
H  0.486  3.298  -1.490  0.2328
H  1.195  3.035  0.140  0.2069
H  -0.445  2.405  -0.262  0.1803
H  3.255  2.309  -0.902  0.2078
H  3.241  0.809  -1.969  0.2222
H  2.596  2.536  -2.474  0.2250
H  -0.278  -4.298  0.133  0.2495
H  -1.785  -5.005  0.044  0.2214
H  -0.774  -4.745  1.644  0.2350
H  -1.463  1.719  1.005  0.2446
H  -2.700  1.514  0.014  0.2567
H  -3.020  1.861  1.704  0.2488
H  -1.257  0.072  3.014  0.2603
H  -3.066  -0.217  3.020  0.2419
H  -2.052  -1.612  2.606  0.2673
H  2.004  -1.560  -0.325  0.1845
H  3.473  -0.558  -0.404  0.1783
H  2.745  -0.823  1.183  0.2157
H  1.748  1.234  0.847  0.3470

# 3
The following is a quantum chemistry calculation of 2 unconnected molecules or ions with the total composition C9H24BF2NO4P2 at a distorted geometry, from the OMol25 dataset.

As for the molar mass: 321.05 g mol⁻¹. The calculation puts the energy at -1620.37090 Eh. For the orbital gap, the calculation gives 9.161 eV. The max |F| comes out at 3.13 eV/Å. For the HOMO energy, the calculation gives -8.9 eV. As for the LUMO energy: 0.01129 Eh.

Last column: natural (NBO) charge in e.
Atoms and positions in Å:
C  -0.309  1.863  -1.416  -0.6410
C  1.120  1.374  -1.653  -0.0730
O  1.302  -0.002  -1.285  -0.6653
B  1.293  -0.285  0.019  0.8819
O  1.441  0.723  0.972  -0.9631
P  1.133  -2.103  0.707  1.2665
F  1.768  -2.671  -0.758  -0.6270
C  -0.429  -3.036  0.290  -0.7336
C  -1.375  -2.283  -0.631  0.0508
F  -0.807  -1.962  -1.846  -0.3580
N  2.343  -3.020  1.523  -0.7683
C  2.941  -2.597  2.561  0.4272
C  2.995  -3.487  3.791  -0.6813
C  3.679  -1.291  2.667  -0.7175
P  0.129  -1.432  2.577  1.0981
O  -1.189  -0.785  2.269  -1.1423
H  -0.522  2.661  -2.115  0.2444
H  -0.452  2.219  -0.399  0.1935
H  -0.983  1.031  -1.609  0.2216
H  1.860  2.047  -1.226  0.1846
H  1.267  1.410  -2.731  0.1863
H  0.579  1.050  1.274  0.5174
H  -1.002  -3.234  1.198  0.2305
H  -0.184  -4.008  -0.123  0.2569
H  -1.809  -1.414  -0.141  0.1898
H  -2.212  -2.954  -0.844  0.1640
H  2.777  -4.502  3.476  0.2425
H  3.968  -3.380  4.263  0.2164
H  2.211  -3.113  4.445  0.2334
H  4.643  -1.452  3.144  0.2332
H  3.163  -0.531  3.252  0.2459
H  3.841  -0.878  1.675  0.2349
H  -0.086  -2.570  3.400  -0.0795
H  0.894  -0.533  3.359  -0.0720
C  -4.201  4.754  -4.043  -0.6334
C  -3.766  3.775  -2.968  -0.0609
O  -2.449  4.067  -2.505  -0.7262
H  -3.510  4.724  -4.885  0.2131
H  -5.204  4.520  -4.403  0.2139
H  -4.199  5.776  -3.658  0.1970
H  -3.749  2.760  -3.359  0.1797
H  -4.457  3.806  -2.118  0.1571
H  -2.455  4.960  -2.145  0.4620

# 4
The following is a quantum chemistry calculation of 2 unconnected molecules or ions with the total composition C9H24BN2O6 at a distorted geometry, from the OMol25 dataset.

As for the molar mass: 267.11 g mol⁻¹. The calculation puts the energy at -942.91599 Eh. For the orbital gap, the calculation gives 9.324 eV. The charge is +1. The max |F| comes out at 4.35 eV/Å. For the HOMO energy, the calculation gives -12.0 eV. As for the LUMO energy: -0.09834 Eh.

Last column: natural (NBO) charge in e.
Atoms and positions in Å:
C  -1.833  -4.395  2.839  -0.6237
C  -2.879  -3.555  2.136  -0.0741
O  -2.738  -2.218  2.604  -0.3996
N  -2.925  -1.271  1.554  -0.4623
B  -1.590  -0.974  0.973  1.2767
O  -1.237  -1.704  -0.102  -0.8622
O  -0.690  -0.050  1.496  -0.7894
C  0.125  -0.693  2.498  -0.2622
C  -3.514  -0.118  2.059  0.8811
O  -3.364  0.908  1.541  -0.5655
O  -4.321  -0.302  3.105  -0.6939
H  -2.104  -4.537  3.869  0.2163
H  -0.921  -3.815  2.858  0.1982
H  -1.662  -5.331  2.337  0.2252
H  -3.850  -3.938  2.423  0.1853
H  -2.789  -3.636  1.064  0.1941
H  -0.501  -1.281  -0.558  0.4850
H  0.819  0.026  2.892  0.2009
H  0.637  -1.549  2.072  0.1769
H  -0.481  -1.060  3.314  0.2019
H  -3.806  -0.369  3.917  0.5024
C  1.392  3.373  -2.390  -0.4076
N  2.149  2.095  -2.625  -0.1973
C  3.432  2.439  -3.315  -0.4036
C  1.347  1.204  -3.512  -0.4131
C  2.507  1.404  -1.325  -0.2294
C  1.349  0.903  -0.494  -0.0762
O  0.528  1.977  -0.103  -0.7459
H  1.399  3.939  -3.319  0.2216
H  0.371  3.142  -2.117  0.2578
H  1.889  3.934  -1.604  0.2372
H  3.198  2.927  -4.257  0.2340
H  3.988  1.522  -3.494  0.2296
H  4.000  3.109  -2.674  0.2357
H  0.386  1.011  -3.046  0.2361
H  1.894  0.275  -3.660  0.2291
H  1.197  1.711  -4.461  0.2375
H  3.089  2.127  -0.756  0.2351
H  3.146  0.563  -1.593  0.2293
H  1.758  0.421  0.398  0.2093
H  0.758  0.160  -1.039  0.1467
H  -0.157  1.628  0.493  0.5229

# 5
The following is a quantum chemistry calculation of a molecular structure, C9H24Cl4GaNO3P3 at a distorted geometry, from the OMol25 dataset.

As for the molar mass: 498.75 g mol⁻¹. The calculation puts the energy at -5427.51400 Eh. For the orbital gap, the calculation gives 6.417 eV. The charge is -1. The max |F| comes out at 1.67 eV/Å. For the HOMO energy, the calculation gives -4.3 eV. As for the LUMO energy: 0.07748 Eh.

Last column: natural (NBO) charge in e.
Atoms and positions in Å:
C  3.190  -0.868  0.671  -0.6006
C  2.517  0.174  -0.217  -0.2179
C  2.665  1.571  0.371  -0.6045
C  1.080  -0.212  -0.585  -0.4007
C  -0.027  0.239  0.367  -0.9285
Ga  -1.811  0.166  -0.638  1.0248
C  -1.682  1.314  -2.312  -0.8957
C  -1.079  2.679  -1.954  -0.4277
C  -2.109  3.606  -1.352  -0.3287
Cl  -1.718  5.334  -1.749  -0.1322
P  -2.162  -2.135  -1.137  -0.4330
P  -2.981  -2.945  0.693  2.0775
O  -2.777  -4.385  0.803  -1.1083
O  -2.203  -2.157  1.882  -0.9914
O  -4.544  -2.539  0.895  -0.9928
P  -3.648  0.954  0.639  0.7478
N  -4.992  0.920  -0.254  -1.3741
H  2.985  -0.692  1.721  0.1973
H  2.933  -1.872  0.363  0.2060
H  4.269  -0.771  0.530  0.1950
H  3.092  0.174  -1.142  0.1811
H  3.591  2.036  0.054  0.1970
H  2.627  1.577  1.453  0.1981
H  1.873  2.206  -0.006  0.2087
H  0.860  0.151  -1.588  0.1878
H  1.006  -1.292  -0.645  0.2075
H  0.083  1.266  0.701  0.1946
H  -0.106  -0.397  1.241  0.2139
H  -2.653  1.500  -2.757  0.2165
H  -1.021  0.831  -3.017  0.2117
H  -0.709  3.154  -2.858  0.1982
H  -0.228  2.578  -1.290  0.1963
H  -3.097  3.413  -1.735  0.2195
H  -2.105  3.572  -0.275  0.2084
H  -3.244  -2.173  -2.043  0.0358
H  -2.833  -1.741  2.491  0.4862
H  -4.720  -2.178  1.782  0.4831
H  -3.798  0.145  1.804  -0.1177
H  -3.458  2.290  1.115  -0.0937
H  -5.689  0.314  0.163  0.3503
C  6.575  -3.178  1.657  -0.2857
Cl  4.854  -3.367  1.987  0.0401
Cl  7.110  -4.345  0.442  0.0089
Cl  6.972  -1.536  1.154  0.0189
H  7.113  -3.379  2.573  0.2220